[1]
{
  "formula": "C20H36BrIrNO6SSi",
  "method": "ωB97M-V with the def2-TZVPD basis set",
  "species": ["C", "H", "C", "H", "H", "N", "H", "H", "H", "Ir", "H", "H", "H", "C", "H", "H", "O", "H", "H", "H", "C", "C", "H", "H", "H", "C", "H", "C", "H", "H", "H", "H", "C", "H", "C", "H", "C", "H", "C", "O", "C", "S", "C", "H", "H", "H", "C", "O", "Br", "Si", "H", "H", "H", "H", "C", "O", "H", "C", "C", "H", "C", "H", "H", "C", "O", "O", "C"],
  "positions_angstrom": [[-1.644, 4.766, -0.633], [-2.919, 0.281, -0.878], [0.840, 0.544, 5.039], [-3.882, -1.415, 1.615], [-0.833, -0.998, -4.345], [-1.783, 7.134, -0.425], [-2.823, -3.351, 0.179], [-1.052, 0.915, 3.510], [1.769, 0.790, 5.553], [-0.712, 1.374, 0.953], [1.083, -1.771, 2.635], [2.028, -4.644, 0.460], [2.933, -0.899, -3.966], [0.963, -2.763, -3.269], [1.461, -3.074, -4.188], [-2.366, -1.243, 2.505], [1.543, -2.106, 0.046], [4.235, -2.040, 2.060], [1.080, 2.090, 3.529], [-1.389, -3.170, 1.197], [-2.818, -0.805, -0.900], [-1.268, 3.518, -0.038], [2.139, -3.066, 3.220], [0.734, -3.464, 2.234], [-3.820, -1.230, -0.960], [0.186, -0.611, -4.311], [1.495, -3.208, -2.428], [-2.197, 4.802, -1.919], [-0.057, -3.146, -3.295], [2.334, 0.407, -2.949], [2.905, -1.125, -2.223], [1.703, 0.488, 3.050], [-2.903, -0.936, 1.608], [0.693, -0.534, 5.095], [0.934, 1.014, 3.615], [0.035, 1.050, 5.577], [-2.155, -1.334, 0.353], [-2.569, 8.150, -2.031], [1.531, -2.736, 2.379], [0.217, -0.877, -1.946], [-2.534, 6.034, -2.428], [1.305, 1.121, 0.192], [-2.309, 7.171, -1.645], [-3.101, 0.146, 1.633], [-2.269, -1.089, -1.795], [-1.262, -3.071, -0.576], [2.365, -0.679, -3.063], [-0.333, 0.674, 2.905], [-3.281, 6.206, -4.137], [0.604, -0.938, -0.414], [3.200, -0.674, 1.646], [-2.352, 3.896, -2.490], [4.092, -1.537, 0.376], [3.465, -3.885, -0.252], [2.872, -3.983, 0.657], [-0.746, 3.391, 1.133], [0.151, 0.473, -4.194], [0.963, -1.249, -3.179], [3.543, -1.658, 1.310], [-1.027, 5.945, 1.071], [-1.455, 5.956, 0.076], [3.495, -4.442, 1.424], [0.668, -0.838, -5.261], [2.389, -2.625, 1.131], [-0.790, -0.662, 0.506], [-1.423, 2.362, -0.624], [-1.878, -2.819, 0.291]],
  "forces_ev_per_a": [[0.002, 0.005, 0.002], [-0.003, 0.000, 0.002], [0.008, 0.004, 0.010], [-0.002, -0.002, -0.002], [-0.001, 0.003, 0.004], [0.007, -0.003, 0.012], [-0.004, 0.000, 0.008], [-0.055, -0.099, -0.024], [0.004, -0.003, 0.001], [-0.082, -0.025, 0.098], [0.024, -0.030, -0.012], [-0.002, 0.002, -0.002], [-0.001, -0.003, -0.004], [0.003, -0.004, -0.008], [0.002, 0.001, -0.002], [0.006, 0.014, 0.006], [0.032, -0.054, -0.014], [0.005, 0.004, 0.002], [0.018, 0.002, -0.006], [0.010, -0.010, 0.024], [-0.021, -0.014, 0.009], [0.025, -0.013, -0.005], [0.009, -0.006, -0.004], [-0.033, -0.026, -0.001], [-0.002, 0.006, -0.012], [0.006, -0.003, -0.013], [-0.002, -0.001, 0.003], [-0.001, 0.002, 0.002], [0.001, 0.001, 0.001], [0.000, 0.000, 0.003], [-0.001, 0.005, 0.001], [-0.031, 0.031, 0.022], [-0.027, -0.038, -0.005], [-0.004, 0.003, -0.001], [-0.031, 0.021, -0.048], [-0.001, -0.001, -0.002], [0.055, 0.027, 0.013], [-0.002, 0.002, -0.001], [0.001, 0.057, 0.015], [-0.009, -0.016, -0.010], [0.000, -0.004, 0.000], [-0.043, -0.127, 0.020], [-0.007, 0.012, -0.016], [0.021, 0.012, 0.006], [0.020, 0.005, -0.003], [-0.005, -0.001, -0.002], [0.009, -0.005, -0.007], [0.153, 0.091, -0.024], [0.001, 0.000, 0.000], [-0.092, 0.038, 0.031], [-0.017, -0.028, -0.003], [0.001, 0.000, 0.001], [0.004, 0.006, 0.004], [-0.006, -0.001, 0.003], [-0.015, 0.030, 0.000], [0.020, -0.069, 0.021], [-0.003, 0.000, 0.002], [-0.008, 0.014, 0.021], [0.039, 0.019, 0.006], [0.001, 0.004, 0.004], [-0.004, -0.020, -0.010], [0.002, 0.003, 0.006], [0.001, 0.000, -0.002], [-0.011, 0.015, 0.029], [0.040, 0.163, -0.102], [-0.002, 0.008, -0.006], [-0.003, -0.001, -0.040]],
  "mulliken_charge": [-0.1631, 0.3254, -1.3503, 0.5378, 0.3621, -0.5503, 0.5235, 0.3443, 0.4225, 2.1606, 0.1617, 0.3605, 0.5363, -1.3959, 0.5181, 0.2245, 0.2901, 0.5210, 0.3766, 0.2637, -1.2588, 1.1371, 0.5458, 0.2754, 0.5310, -1.6697, 0.1396, -0.2473, 0.3207, 0.3305, 0.2028, 0.0955, -1.3880, 0.3069, -0.0442, 0.4206, 1.2198, 0.4035, -1.3344, -0.2152, -0.1962, -0.3971, -0.0802, 0.2965, 0.1371, 0.2546, -1.4354, -0.4076, -0.0922, -0.6463, 0.1501, 0.6087, 0.3340, 0.3874, -1.7986, -0.5489, 0.3716, 1.5105, -1.4385, 0.4888, -0.3326, 0.4747, 0.4476, 1.7397, -0.2173, -0.4691, -1.3821],
  "charge": 2,
  "spin_multiplicity": 2,
  "orbital_gap_ha": [0.2165, 0.1731],
  "homo_energy_ev": [-14.29, -14.28]
}

***

[2]
{
  "formula": "C20H36Cl2NO14P3",
  "method": "ωB97M-V with the def2-TZVPD basis set",
  "species": ["C", "O", "C", "H", "H", "H", "H", "O", "H", "C", "H", "O", "O", "C", "P", "H", "P", "H", "H", "C", "C", "O", "H", "H", "H", "C", "H", "O", "O", "C", "C", "O", "O", "H", "C", "H", "C", "H", "H", "C", "H", "C", "O", "H", "H", "C", "C", "P", "H", "C", "C", "N", "C", "O", "H", "H", "H", "H", "Cl", "O", "H", "C", "H", "H", "H", "H", "H", "H", "H", "H", "Cl", "H", "O", "O", "H", "C"],
  "positions_angstrom": [[3.085, 0.669, 4.644], [8.142, 1.917, 5.376], [-2.886, 0.685, 4.917], [-0.856, 1.521, -5.711], [2.624, -3.704, -1.484], [-4.848, -1.786, -7.137], [-1.061, -1.891, -0.905], [-4.356, 2.046, -8.116], [-2.478, 1.671, 4.679], [7.217, 0.674, 1.848], [1.721, -0.589, -5.958], [1.671, -1.978, -0.894], [7.731, 0.129, 0.743], [1.686, -3.388, -1.021], [-3.113, 0.159, 2.344], [1.969, -0.300, 2.657], [1.682, -1.148, -2.411], [-2.485, 0.355, 5.874], [3.816, -0.212, 7.724], [5.754, 0.546, 2.576], [-4.512, 1.729, 0.754], [1.981, 0.170, -1.692], [0.872, -1.857, -5.041], [8.959, 1.704, 2.679], [0.796, 0.582, 4.798], [1.714, 0.723, 5.539], [-3.009, 1.329, -9.514], [1.694, -0.318, -3.929], [-2.737, 0.778, -5.333], [4.578, 1.187, 5.124], [1.738, -1.185, -5.046], [-3.685, -0.110, -7.350], [-3.719, 0.557, 0.773], [-3.896, 2.592, 1.022], [-5.090, -1.524, 1.816], [-2.738, 3.007, -8.948], [2.991, 0.082, 3.084], [-5.346, 1.640, 1.454], [-0.934, 0.103, -4.636], [4.293, 0.017, 2.053], [-4.775, -0.770, -5.683], [-4.201, -1.147, -6.534], [-2.164, -0.869, 1.721], [4.204, -0.365, 0.946], [-3.366, -1.750, -6.161], [1.637, -0.364, 6.765], [-3.496, 2.266, -9.217], [-3.547, 1.412, -6.724], [-1.683, -0.504, -1.821], [5.864, 1.121, 4.111], [7.430, 1.588, 4.268], [7.929, 1.631, 2.828], [2.694, -0.036, 8.010], [-4.542, -0.579, 2.720], [0.842, -3.727, -1.628], [-0.284, -0.295, -0.749], [-5.888, -1.039, 1.243], [0.553, -0.239, 7.249], [1.731, -2.151, 6.206], [-2.507, -0.239, 3.915], [2.501, 1.011, 8.515], [-0.778, -0.980, -1.444], [-4.907, 1.871, -0.254], [4.737, 1.616, 6.208], [-3.978, 0.745, 4.987], [-5.521, -2.349, 2.383], [1.609, -3.832, -0.026], [2.660, -1.771, -5.018], [-4.082, 2.643, -10.054], [2.436, -0.845, 8.849], [1.547, 2.448, 6.248], [-1.187, -0.101, -6.386], [-4.780, 1.720, -5.871], [0.047, -1.338, -2.540], [-4.346, -1.925, 1.122], [-1.353, 0.564, -5.534]],
  "forces_ev_per_a": [[3.455, -0.395, -3.321], [-4.605, -2.100, -7.527], [-0.278, 0.407, 0.703], [0.262, -0.157, 0.116], [-0.059, -0.271, 0.152], [0.108, 0.199, -0.210], [-0.044, 0.292, 0.079], [3.399, 0.549, 0.466], [-0.025, 0.068, 0.322], [1.061, -1.111, -1.938], [0.015, 0.046, 0.052], [1.745, -1.444, -2.461], [-3.285, 3.736, 7.179], [-0.059, -0.743, 0.333], [0.779, -10.326, -3.118], [2.165, 0.854, 0.977], [-4.703, 8.473, 4.841], [0.013, -0.055, -0.056], [-2.236, 0.532, 0.361], [-3.301, 0.078, 2.504], [-0.526, 0.565, -0.413], [1.020, -1.521, -0.706], [0.059, 0.012, -0.164], [-1.179, -0.142, 0.397], [2.073, 0.226, 1.665], [0.686, -0.927, -1.316], [-0.021, 0.119, -0.135], [1.311, -3.122, 0.187], [1.746, 2.063, -1.998], [-0.110, -1.208, -3.028], [-0.091, -0.370, -0.672], [0.711, 1.011, -1.176], [0.788, 2.542, 2.059], [-0.224, 0.146, -0.176], [-0.541, 0.103, -0.818], [0.025, 0.056, -0.318], [3.299, 1.224, 1.070], [-0.103, 0.082, -0.003], [-0.056, 0.087, -0.059], [1.045, 1.565, 3.622], [0.110, 0.173, -0.170], [0.416, -0.525, 0.657], [0.018, 1.865, 0.361], [-0.065, 0.834, 2.510], [-0.195, -0.021, 0.057], [-0.666, 1.732, 1.648], [0.346, 0.042, -0.740], [-9.315, -4.033, 3.756], [0.126, -0.080, -0.244], [-2.303, -1.213, -1.857], [1.648, 1.131, 3.057], [-0.465, -2.343, 0.578], [-0.514, -1.382, 0.541], [0.475, 1.175, 1.243], [-0.040, -0.127, 0.007], [0.081, -0.128, -0.197], [0.080, -0.197, -0.022], [2.370, -0.367, -1.262], [0.109, 2.064, 0.355], [-0.719, 3.274, -0.843], [0.417, -2.074, -1.446], [-0.392, -0.486, 1.066], [0.106, -0.053, 0.129], [-0.362, -0.917, -2.498], [0.099, 0.033, 0.159], [0.093, 0.200, 0.225], [0.016, 0.116, -0.126], [-0.046, -0.034, -0.328], [-0.040, -0.016, 0.076], [0.601, 1.717, -1.863], [0.043, -1.538, -0.523], [0.108, -0.074, -0.065], [1.686, 0.806, -0.502], [1.040, -0.580, -1.726], [0.074, 0.180, 0.181], [0.745, -0.294, 0.336]],
  "mulliken_charge": [0.4504, -0.5548, -0.7342, 0.4248, 0.3307, 0.2561, 0.2835, -0.2503, 0.3279, 0.2917, 0.2464, -0.0726, -0.5487, -0.8462, 0.8983, 0.3257, 0.8975, 0.2173, 0.2598, 0.1279, -0.8038, -0.6564, 0.3128, 0.3096, 0.1724, 0.0830, 0.2778, -0.2301, -0.2349, -0.2014, -0.7414, -0.3500, -0.1490, 0.3133, -0.5860, 0.2851, -0.5707, 0.3457, -0.1414, -0.4942, 0.3260, -0.6224, -0.5964, 0.3546, 0.2138, 0.0537, -0.6601, 0.9780, 0.3343, -0.0339, 0.2341, -0.1722, -0.9821, -0.3692, 0.3334, 0.3827, 0.2464, 0.2814, -0.1846, -0.1793, 0.2826, -0.7607, 0.2425, 0.3377, 0.3190, 0.2621, 0.2390, 0.3110, 0.2507, 0.3358, -0.1714, 0.3555, -0.6418, -0.3624, 0.2555, -0.4651],
  "orbital_gap_ha": 0.2248,
  "homo_energy_ev": -9.17
}

***

[3]
{
  "formula": "C20H36ClNO11S",
  "method": "ωB97M-V with the def2-TZVPD basis set",
  "species": ["C", "O", "C", "H", "H", "H", "H", "H", "H", "H", "H", "H", "C", "H", "O", "H", "C", "H", "H", "C", "H", "H", "O", "C", "Cl", "H", "O", "H", "O", "O", "C", "C", "C", "H", "C", "H", "C", "O", "H", "O", "H", "H", "C", "O", "C", "C", "H", "H", "H", "H", "C", "C", "H", "C", "H", "H", "C", "C", "C", "O", "H", "S", "H", "O", "H", "H", "N", "H", "H", "H"],
  "positions_angstrom": [[2.624, -2.719, -0.577], [1.251, -2.653, -0.195], [2.219, -4.462, 0.952], [2.440, 5.035, -0.306], [0.625, 10.115, -0.666], [1.104, -9.915, -2.622], [-1.464, 5.360, -0.556], [-3.321, -2.138, 3.166], [0.784, 5.606, -3.053], [2.213, -5.376, 0.352], [-0.191, -1.140, 0.920], [-4.689, -1.222, 2.078], [0.190, 6.034, -2.135], [0.684, -8.563, 0.064], [-0.153, 2.681, 3.715], [3.032, -1.708, -0.662], [-0.927, 4.952, -1.535], [-2.899, -2.088, 0.659], [2.300, -4.697, 2.015], [-0.971, -0.861, 0.079], [-4.267, 0.921, 3.832], [-0.295, -10.093, -1.550], [2.491, -6.658, -1.063], [-0.174, -8.196, -2.622], [2.839, 2.559, -0.530], [-0.862, -1.687, -0.758], [1.720, 3.006, 2.036], [-1.204, 2.706, -1.814], [-0.137, -3.932, 1.097], [-0.755, 0.514, -0.469], [1.618, -7.414, -1.459], [-0.351, 3.422, -1.396], [-3.745, -1.094, 2.776], [-1.118, 7.425, -3.553], [-4.251, -0.234, 4.085], [-5.366, -0.555, 4.350], [-2.530, -0.953, 0.658], [0.286, 8.631, -2.301], [-3.540, -0.350, 5.027], [0.788, -7.149, -2.510], [0.942, 0.854, 0.781], [-0.375, -8.400, -3.678], [1.567, 3.331, 0.579], [-2.648, -0.449, 2.035], [0.975, -3.678, 0.664], [0.444, -9.381, -1.928], [-1.102, -7.870, -2.141], [3.567, -2.845, 1.343], [4.215, -4.009, 0.176], [0.574, 3.252, -2.131], [-0.108, 1.370, 0.553], [1.269, -8.735, -0.844], [0.056, 8.282, -0.201], [0.008, 2.954, 0.136], [-1.789, 4.922, -2.361], [-1.172, 9.586, -0.910], [3.302, -3.510, 0.511], [-0.054, 9.189, -0.958], [-0.621, 7.452, -2.494], [-0.764, 3.603, 1.242], [-0.776, 1.295, 1.517], [0.267, 3.750, 2.633], [2.692, 4.934, 1.348], [0.370, 5.164, 3.253], [2.167, -9.316, -0.622], [-1.443, 7.548, -1.647], [1.948, 4.824, 0.604], [0.999, 6.346, -1.333], [2.692, -3.212, -1.552], [-3.204, -0.360, -0.103]],
  "forces_ev_per_a": [[0.584, 0.292, -0.534], [-0.378, -0.511, 0.440], [0.291, 0.090, 0.398], [-0.953, -0.185, 1.302], [-1.123, -2.261, -0.882], [-0.145, 0.068, 0.092], [1.488, -0.956, -1.977], [-1.192, 2.010, -1.005], [-1.385, 0.754, 1.659], [-0.070, 0.248, 0.278], [-1.709, 0.814, -1.647], [1.961, 0.066, 1.268], [-0.372, 0.769, 0.583], [0.176, 0.050, 0.022], [1.350, 4.235, -4.813], [-0.310, -0.069, -0.054], [-0.108, 0.514, -1.055], [0.999, 2.272, -0.140], [-0.284, -0.150, -0.196], [-1.253, -0.446, 0.744], [0.001, -2.393, 0.375], [0.060, 0.127, -0.121], [-1.250, -0.960, -1.258], [-0.698, -0.210, -0.416], [-1.181, -0.336, 1.191], [-0.243, 2.161, 1.507], [-2.871, 1.452, -2.185], [1.946, 1.332, 1.227], [1.317, 0.899, -0.907], [0.797, -0.519, 1.435], [0.989, 1.221, 0.572], [-1.101, -0.271, -0.266], [-0.394, -0.430, 0.754], [1.157, 0.281, 1.982], [0.207, 0.602, -0.225], [2.536, 0.565, -0.493], [0.343, -1.058, -0.510], [-2.097, -0.565, 1.319], [-1.557, 0.051, -2.084], [0.902, 0.249, 0.601], [-2.037, 1.473, -0.426], [0.079, 0.289, 0.151], [1.222, 2.558, 0.121], [-1.051, -0.661, -0.716], [-1.561, -0.788, 0.608], [-0.169, -0.913, -0.065], [0.090, 0.011, -0.041], [0.009, -0.056, -0.154], [-0.135, 0.110, -0.033], [-1.866, 0.375, 1.996], [-0.352, -1.735, 0.144], [0.107, -0.504, -0.081], [-0.134, 2.165, -1.178], [2.018, -1.205, 0.680], [1.838, -0.050, 1.766], [2.207, -0.926, -0.281], [0.876, -0.089, 0.274], [-0.183, -0.081, 0.495], [0.243, -0.764, 1.252], [2.706, 0.840, 0.749], [1.457, 0.362, -1.730], [-1.704, -1.464, 6.663], [-1.211, -0.339, -1.048], [-0.105, -5.098, -3.588], [-0.106, 0.335, 0.257], [1.327, -0.342, -2.058], [0.662, -1.652, -0.930], [-1.784, -0.745, -1.487], [-0.037, 0.021, 0.097], [1.165, -0.930, 1.578]],
  "mulliken_charge": [-0.4385, -0.3236, 0.1790, 0.3366, 0.2333, 0.2629, 0.2807, 0.2463, 0.2578, -0.2514, 0.0811, 0.2969, -0.0898, 0.2614, -0.5546, 0.3027, -0.5414, 0.3641, 0.3359, 0.0018, 0.2428, 0.3229, -0.6814, -0.4196, -0.1415, 0.1975, -0.3978, 0.2980, -0.6406, -0.3802, 0.5833, -0.6702, -0.3177, 0.2960, -0.9173, 0.2935, -0.5050, -0.3928, 0.2457, -0.3433, 0.0911, 0.3013, -0.1200, -0.2192, 0.5790, -0.4898, 0.2764, 0.3216, 0.3538, 0.3655, -0.4048, -0.4185, 0.2097, 1.1404, 0.2896, 0.2383, -0.6573, -0.5156, -0.5072, -0.4508, 0.2717, 1.1614, 0.2649, -0.5401, 0.3120, 0.2790, -0.4916, -0.0136, 0.2504, 0.2089],
  "orbital_gap_ha": 0.3337,
  "homo_energy_ev": -9.26
}

***

Which formula does entry 2 have? C20H36Cl2NO14P3